# 1
22
Properties=species:S:1:pos:R:3 method="wB97M-V/def2-TZVPD" e_lumo_ev="-0.8 / -0.4" homo_lumo_gap_ev="6.5 / 7.9" homo_energy_ev="-7.3576 / -8.2984" e_above_lowest_kcal_mol=109.58
C 2.17759 1.67886 0.29808
C 1.09346 0.95386 -0.14204
C 1.46484 -0.38858 -0.10176
C -0.29528 1.34017 -0.43373
C 0.78448 -1.46327 -0.68340
C -1.33946 0.46344 0.06035
C -2.74157 0.79382 -0.42286
C -1.23887 -0.54125 1.10945
N 3.15873 0.89050 0.67910
N 2.78538 -0.37988 0.26167
O -0.54368 2.47276 -0.92701
O 1.32133 -2.76010 -0.70509
H 2.27934 2.73632 0.49790
H 0.02720 -1.38757 -1.42369
H -3.32072 1.41926 0.37709
H -3.38759 -0.11105 -0.51479
H -2.64494 1.42363 -1.26670
H -1.99588 -0.42410 1.78247
H -0.26221 -0.55844 1.60462
H -1.40242 -1.49534 0.69907
H 3.40539 -1.25642 0.45494
H 0.67487 -3.40662 -1.20368

# 2
14
Properties=species:S:1:pos:R:3 method="wB97M-V/def2-TZVPD" e_lumo_ev=0.9 homo_lumo_gap_ev=10.0 homo_energy_ev=-9.1617 e_above_lowest_kcal_mol=27.75
H 2.64654 -2.68778 -1.10643
N 1.68844 -2.38364 -0.94158
C 1.66523 -1.18465 -0.52713
N 0.44390 -0.57706 -0.24814
C 0.20438 0.68913 0.24125
O 1.27007 1.48629 0.44897
N -0.87619 1.26207 0.57002
C -2.20814 0.79756 0.38599
H 2.53134 -0.54437 -0.35186
H -0.35776 -1.18444 -0.34799
H 0.70679 2.19881 0.84325
H -2.43222 -0.10922 0.95996
H -2.42766 0.63718 -0.67627
H -2.85472 1.60012 0.74995

# 3
78
Properties=species:S:1:pos:R:3 method="wB97M-V/def2-TZVPD" e_lumo_ev="-3.1 / -5.8" homo_lumo_gap_ev="7.0 / 5.0" total_charge=+1 homo_energy_ev="-10.1075 / -10.8237" spin_multiplicity=3
Au 0.73952 1.26144 0.08779
C -2.51102 -4.84331 0.22960
C -3.25665 -4.04295 1.26066
C -4.17622 -4.63920 2.11443
C -4.85913 -3.90451 3.07235
C -4.64583 -2.53899 3.17343
C -3.74904 -1.91625 2.31941
C -3.04636 -2.66703 1.38474
N -2.12768 -2.06044 0.48416
C -1.26697 -1.03686 0.74147
N -0.93834 -0.88976 2.04233
C -0.18853 0.07953 2.73786
C 0.53650 1.08667 2.11578
C 1.17769 2.04213 2.90501
C 1.14124 1.96829 4.28298
C 0.45887 0.92048 4.88902
C -0.21369 -0.02926 4.14334
C -0.95589 -1.14738 4.82832
N -0.77943 -0.31943 -0.23966
C -1.00679 -0.74071 -1.58401
C -0.38371 -1.90971 -2.02563
C -0.56604 -2.35844 -3.32185
C -1.36745 -1.62820 -4.18754
C -1.99061 -0.47405 -3.74317
C -1.83087 -0.00897 -2.44198
C -2.51657 1.24240 -1.98498
H -2.72466 -5.90405 0.33946
H -1.43318 -4.69868 0.32071
H -2.79443 -4.55777 -0.78719
H -4.35044 -5.70425 2.03033
H -5.56388 -4.39552 3.72864
H -5.18926 -1.95191 3.90091
H -3.61823 -0.84164 2.36134
H -2.21386 -2.31037 -0.49039
H -1.39211 -1.56581 2.63941
H 1.68377 2.87326 2.43113
H 1.63506 2.71853 4.88541
H 0.43548 0.84509 5.96872
H -0.78561 -1.10819 5.90166
H -0.62075 -2.13038 4.48549
H -2.03515 -1.08481 4.66655
H 0.24324 -2.46360 -1.33577
H -0.07760 -3.26428 -3.65501
H -1.50230 -1.95571 -5.20901
H -2.61639 0.09142 -4.42141
H -3.28363 1.54243 -2.69629
H -1.79964 2.06027 -1.90009
H -2.97923 1.11412 -1.00509
Br 3.95267 -2.78999 -0.06728
C 3.63914 -1.84437 -1.67193
C 4.35410 -2.14195 -2.82260
N 4.14473 -1.50070 -3.96771
C 3.20960 -0.55790 -4.00261
C 2.44990 -0.18685 -2.89597
C 2.68505 -0.84712 -1.70213
C 1.43619 0.90997 -3.05778
O 0.88106 1.07543 -4.11880
O 1.27679 1.69063 -2.01317
H 5.11256 -2.91478 -2.81901
H 3.03883 -0.07077 -4.95406
H 2.12439 -0.61670 -0.80179
S -0.55925 3.47879 0.09284
C 0.75976 4.44267 -0.47102
N 1.37100 4.08516 -1.62755
C 2.29153 4.85879 -2.20312
C 2.61800 6.05906 -1.62449
C 2.00573 6.34287 -0.40649
N 1.10549 5.55262 0.16467
H 1.18367 3.11317 -1.99093
H 2.73763 4.48467 -3.11448
H 3.32991 6.72945 -2.07849
H 2.26949 7.23482 0.14881
N 3.65424 3.20908 0.54596
N 3.17048 1.91115 0.18451
H 4.66697 3.24594 0.44694
H 3.44665 3.34894 1.52776
H 3.65431 1.15871 0.67203
H 3.29522 1.78559 -0.81549

# 4
81
Properties=species:S:1:pos:R:3 method="wB97M-V/def2-TZVPD" e_lumo_ev=2.7 homo_lumo_gap_ev=8.2 total_charge=-1 homo_energy_ev=-5.4578
C 6.24524 1.40262 1.99908
C 6.35630 1.15612 0.48489
C 4.99460 1.13696 -0.22444
C 4.40401 2.55675 -0.36023
C 2.93667 2.41812 -0.82151
C 2.43043 3.67513 -1.56869
C 0.90372 3.79924 -1.40027
C 0.17953 2.71572 -2.22551
C -1.14208 2.39149 -1.49887
C -2.21305 1.77821 -2.39455
C -2.17550 0.26913 -2.66659
Sb -1.99701 -1.15712 -1.02228
Cl -1.40693 -2.85689 -2.72035
Br 0.60238 -0.54497 -0.96718
C -1.73237 -2.67017 0.52023
C -0.30978 -2.91859 1.01924
C 0.56883 -3.73900 0.08187
C 2.01564 -3.74260 0.58809
N 2.93753 -3.93670 -0.56887
C 4.26478 -3.74477 -0.13541
N 4.97369 -4.70332 0.22890
N 4.82659 -2.41009 -0.11024
C -4.10673 -1.85158 -1.28376
C -4.82043 -2.23949 0.00141
O -4.82347 -3.68424 0.20579
C -4.93050 -3.89220 1.54102
O -5.90833 -4.32248 2.02912
O -2.44802 0.16382 0.45372
C -3.62721 0.89797 0.46758
C -4.16488 0.98485 1.92024
C -5.03082 2.26134 2.12557
C -4.64421 3.01981 3.40900
H 5.81752 0.52445 2.47841
H 7.25651 1.51548 2.39121
H 5.66263 2.30377 2.17317
H 6.78764 0.15803 0.35765
H 7.02484 1.86413 -0.00572
H 4.28017 0.48787 0.28226
H 5.15299 0.78264 -1.24609
H 4.94309 3.12612 -1.11924
H 4.43119 3.04224 0.61345
H 2.80124 1.52394 -1.42810
H 2.32306 2.29517 0.07351
H 2.68324 3.60096 -2.62978
H 2.96284 4.53430 -1.14896
H 0.62748 4.79447 -1.76363
H 0.67575 3.72364 -0.33732
H 0.83528 1.85165 -2.26307
H -0.06810 3.10472 -3.21404
H -0.93035 1.84531 -0.58159
H -1.52009 3.37126 -1.17872
H -2.12883 2.28869 -3.36336
H -3.20948 2.06007 -2.04742
H -3.07095 -0.02907 -3.21506
H -1.34836 0.04396 -3.33923
H -2.13836 -3.62087 0.18016
H -2.30117 -2.33836 1.38748
H 0.18525 -2.02087 1.38074
H -0.41108 -3.53938 1.92484
H 0.20172 -4.76615 0.09086
H 0.60566 -3.35204 -0.93131
H 2.23142 -2.74759 1.00074
H 2.20708 -4.54216 1.29842
H 2.76935 -3.19065 -1.24182
H 5.87338 -4.32182 0.51349
H 4.10349 -1.72023 0.08805
H 5.20009 -2.17263 -1.02555
H -4.14465 -2.64382 -2.02405
H -4.65957 -1.01311 -1.71746
H -5.87681 -1.96262 -0.10634
H -4.46367 -1.71957 0.89603
H -4.05125 -3.63985 2.15452
H -3.39937 1.94666 0.21274
H -4.46107 0.60649 -0.18912
H -4.72749 0.09846 2.21034
H -3.27159 1.12467 2.52516
H -4.90390 2.91555 1.26459
H -6.06621 1.94854 2.25722
H -3.60042 2.86052 3.67676
H -4.80826 4.09336 3.31556
H -5.24056 2.69060 4.26259

# 5
17
Properties=species:S:1:pos:R:3 method="wB97M-V/def2-TZVPD" e_lumo_ev="0.0 / -0.6" homo_lumo_gap_ev="8.1 / 6.9" homo_energy_ev="-8.0299 / -7.5379" e_above_lowest_kcal_mol=162.57
C 0.60233 1.48795 0.06061
C -0.26814 0.49828 0.00257
C -2.96843 0.36583 -0.31195
C 1.14837 0.08158 -0.00887
C 1.63394 -0.39657 -1.28879
C 1.91807 -0.32373 1.19251
N -3.42928 -0.31592 0.66192
O -3.35026 0.81943 -1.34701
H 0.83054 2.45983 -0.28917
H 0.81770 -0.21219 -2.08692
H 1.66266 -1.48213 -1.42420
H 2.70155 -0.17632 -1.65224
H 2.96364 -0.18138 1.10391
H 1.60450 -1.43927 1.28886
H 1.49499 0.19235 2.18732
H -2.98583 -0.83849 1.46778
H -4.37636 -0.53927 0.44366

# 6
69
Properties=species:S:1:pos:R:3 method="wB97M-V/def2-TZVPD" e_lumo_ev=0.0 homo_lumo_gap_ev=7.6 smiles="O=S(=O)(c1ccccc1)N(SC(F)(F)F)S(=O)(=O)c1ccccc1.CC=C(O[Si](C)(C)C)O[Si](C)(C)C" homo_energy_ev=-7.6332
O -4.53655 -4.85266 -0.18608
S -3.58518 -4.57193 -1.22407
O -3.88570 -3.65700 -2.29097
C -3.01954 -6.14254 -1.90018
C -3.19927 -6.41278 -3.25953
C -2.82734 -7.66430 -3.75997
C -2.30335 -8.63444 -2.89187
C -2.13550 -8.35261 -1.53617
C -2.54357 -7.11856 -1.02870
N -2.10776 -3.99915 -0.31827
S -1.41287 -2.53736 -0.84308
C -0.16456 -3.32528 -1.93626
F 0.69262 -2.34168 -2.32873
F -0.74703 -3.87177 -3.02861
F 0.53444 -4.29453 -1.29833
S -2.05581 -4.21281 1.40799
O -2.93971 -3.24057 1.99681
O -2.19026 -5.62387 1.65658
C -0.38162 -3.73514 1.75483
C 0.61861 -4.68805 1.95673
C 1.92316 -4.24964 2.18949
C 2.20592 -2.87930 2.23109
C 1.17339 -1.94234 2.11800
C -0.12969 -2.37526 1.93228
H -3.62343 -5.64750 -3.90766
H -2.94689 -7.88429 -4.81899
H -2.03752 -9.61905 -3.27462
H -1.70268 -9.09072 -0.85667
H -2.47443 -6.91324 0.03137
H 0.36656 -5.74665 1.90236
H 2.72389 -4.97946 2.32041
H 3.23044 -2.53545 2.35785
H 1.36908 -0.87029 2.18135
H -0.95576 -1.66487 1.90567
C -0.07271 1.43206 0.69574
C 1.07643 2.11233 0.13344
C 1.01085 3.46676 0.02721
O 1.96472 4.30561 -0.38584
Si 3.39672 4.91224 0.39478
C 2.94000 5.63829 2.05254
C 3.92393 6.26977 -0.77282
C 4.57736 3.50638 0.60488
O -0.15554 3.99250 0.37043
Si -0.91939 5.50464 0.15801
C -1.83856 5.69262 1.77570
C 0.26498 6.91223 -0.16212
C -1.98356 5.28016 -1.35431
H 0.09822 0.35037 0.64966
H -0.23679 1.70323 1.75113
H -0.99913 1.64312 0.14182
H 2.00715 1.60843 -0.09327
H 3.86751 5.70936 2.64082
H 2.51824 6.64832 1.98391
H 2.24484 5.00061 2.61294
H 4.87715 6.70120 -0.42821
H 4.08120 5.89379 -1.79412
H 3.19146 7.08952 -0.81870
H 5.42610 3.84090 1.22165
H 4.11443 2.65267 1.11797
H 4.97913 3.16095 -0.35674
H -2.57692 6.50458 1.68756
H -2.37561 4.77011 2.04797
H -1.15502 5.94361 2.60194
H -0.36952 7.78404 -0.39696
H 0.89369 7.18314 0.69595
H 0.90678 6.72876 -1.03562
H -2.48885 6.22986 -1.58810
H -1.37154 4.99778 -2.22506
H -2.74987 4.50511 -1.20823

# 7
42
Properties=species:S:1:pos:R:3 method="wB97M-V/def2-TZVPD" e_lumo_ev=0.5 homo_lumo_gap_ev=9.3 smiles="CSc1ccccc1NC(=O)COC(=O)CCc1ccccc1" homo_energy_ev=-8.7585 e_above_lowest_kcal_mol=0.00
C -1.88972 -2.51932 -0.20682
S -0.25061 -2.68297 -0.98914
C 0.61574 -3.42690 0.39364
C 0.56809 -4.79668 0.57026
C 1.21014 -5.37568 1.65111
C 1.90136 -4.57629 2.54682
C 1.96176 -3.20598 2.37237
C 1.32172 -2.61396 1.28782
N 1.34048 -1.24789 1.03933
C 1.89881 -0.23941 1.74654
O 2.49168 -0.34190 2.79510
C 1.69398 1.12526 1.07867
O 0.92770 1.02001 -0.11121
C 1.40583 1.59130 -1.23095
O 2.42731 2.21949 -1.27134
C 0.51883 1.30261 -2.41811
C -0.97454 1.25785 -2.07016
C -1.41052 2.53303 -1.40210
C -1.73063 2.55815 -0.05185
C -2.09186 3.74268 0.56632
C -2.13884 4.91892 -0.16103
C -1.82856 4.90310 -1.51039
C -1.46747 3.71831 -2.12522
H -2.25254 -3.50406 0.07156
H -2.54630 -2.07285 -0.94637
H -1.81473 -1.88064 0.66861
H 0.02783 -5.40287 -0.14145
H 1.17079 -6.44510 1.78954
H 2.40348 -5.02358 3.39112
H 2.50038 -2.58027 3.06464
H 0.86221 -0.98840 0.17658
H 1.17508 1.78559 1.78127
H 2.67294 1.56458 0.85275
H 0.82764 0.33520 -2.82465
H 0.72386 2.06562 -3.16968
H -1.53596 1.11079 -2.99565
H -1.16927 0.40910 -1.41435
H -1.69509 1.64237 0.52111
H -2.33593 3.74747 1.61886
H -2.41722 5.84432 0.32093
H -1.86727 5.81702 -2.08478
H -1.23060 3.71200 -3.17969

# 8
15
Properties=species:S:1:pos:R:3 method="wB97M-V/def2-TZVPD" e_lumo_ev=4.0 homo_lumo_gap_ev=9.1 total_charge=-1 smiles="CC(C)(O)S(=O)(=O)[O-]" homo_energy_ev=-5.0810 e_above_lowest_kcal_mol=0.00
C 1.01733 -0.52751 -1.01020
C -0.12585 0.17664 -0.49579
C 0.15919 1.54469 0.11868
O -1.38010 0.03115 -1.15843
S -0.48071 -0.94824 1.09404
O 0.33460 -0.51876 2.21586
O -1.92697 -0.63208 1.23567
O -0.29911 -2.38176 0.83679
H 0.86120 -1.55957 -1.04624
H 1.35289 -0.12556 -1.99675
H 1.86107 -0.41494 -0.22904
H 0.90719 1.42683 0.82671
H -0.81079 1.98664 0.53444
H 0.48418 2.20383 -0.61867
H -1.95413 -0.26138 -0.30707

# 9
23
Properties=species:S:1:pos:R:3 method="wB97M-V/def2-TZVPD" e_lumo_ev=0.8 homo_lumo_gap_ev=10.1 smiles="C=CCCCCN.O" homo_energy_ev=-9.2753 e_above_lowest_kcal_mol=54.04
C -2.77578 -2.64659 0.33642
C -1.45768 -2.49941 0.51284
C -0.71149 -1.26086 0.07563
C 0.04039 -0.67214 1.25755
C 0.18704 0.83941 1.31290
C 1.57216 1.37082 0.93561
N 2.60500 1.18533 1.96542
H -3.09384 -3.65480 0.58370
H -3.52252 -1.89790 0.14859
H -0.88544 -3.30260 0.96556
H -0.07028 -1.63618 -0.72602
H -1.47135 -0.58095 -0.32898
H 1.03061 -1.14350 1.38295
H -0.45754 -1.02092 2.17889
H -0.65071 1.35021 0.82038
H 0.02837 1.14650 2.35862
H 1.98509 1.12426 -0.03528
H 1.37832 2.46174 0.90661
H 2.12386 1.18665 2.86335
H 2.99072 0.24475 1.93449
O 0.16368 2.71652 -5.27479
H -0.71031 2.82194 -4.92481
H 0.27768 2.04145 -5.94211

# 10
15
Properties=species:S:1:pos:R:3 method="wB97M-V/def2-TZVPD" e_lumo_ev="-9.4 / -12.0" homo_lumo_gap_ev="9.6 / 8.5" total_charge=+2 homo_energy_ev="-19.0128 / -20.5190" spin_multiplicity=2 e_above_lowest_kcal_mol=37.00
C 2.36428 -0.48604 0.98802
N 0.94308 -1.02048 1.06281
H 2.58017 0.21977 1.78557
H 3.08393 -1.29710 0.93197
H 2.51417 0.15158 0.11435
H 0.92457 -2.04548 1.07360
H 0.41538 -0.79139 0.20845
H 0.66036 -0.70515 1.99037
C -2.61590 1.23364 -0.56179
S -1.52811 -0.17640 -0.86801
S -0.30131 -0.45781 -2.47642
H -2.48597 2.16659 -1.11040
H -2.54077 1.42549 0.50978
H -3.63543 0.93631 -0.83389
H -0.37846 0.84648 -2.81443

# 11
19
Properties=species:S:1:pos:R:3 method="wB97M-V/def2-TZVPD" e_lumo_ev="1.1 / -0.8" homo_lumo_gap_ev="10.1 / 8.8" homo_energy_ev="-8.9989 / -9.5609" spin_multiplicity=2 e_above_lowest_kcal_mol=58.72
C -2.05219 -1.07027 0.59159
C -2.56336 0.33782 0.14638
C -1.50795 1.41593 0.02320
C -0.28646 1.09626 -0.82068
C 0.55775 0.14730 -0.42770
N 4.68689 -0.50679 -0.39577
C 3.57290 -0.75202 0.18614
H -1.68521 -1.06570 1.61146
H -1.02718 -1.18179 0.16964
H -2.71822 -1.91705 0.43624
H -3.35221 0.65187 0.83385
H -2.99630 0.16493 -0.82360
H -1.12573 1.68657 1.02299
H -1.87274 2.33691 -0.47892
H -0.22822 1.65029 -1.74473
H 1.07459 -0.44619 -1.23846
H 5.41743 -1.02886 0.10328
H 3.35566 -1.34217 1.07885
H 2.75055 -0.17707 -0.27377

# 12
17
Properties=species:S:1:pos:R:3 method="wB97M-V/def2-TZVPD" e_lumo_ev="0.9 / 0.9" homo_lumo_gap_ev="7.2 / 7.9" homo_energy_ev="-6.3633 / -6.9297" e_above_lowest_kcal_mol=122.09
C -1.26836 1.26465 -0.16063
C -1.30971 -0.51948 -0.21687
N -0.02698 -0.86963 0.32692
C 0.48950 -2.06025 0.56907
C 0.69792 0.27115 0.60656
C 1.49040 0.79312 -0.55224
H -2.02553 1.45066 -0.90663
H -1.64945 1.54671 0.83327
H -0.48134 2.03479 -0.35622
H -2.08780 -0.57847 0.54802
H -1.60771 -1.26473 -1.01228
H -0.12690 -2.93858 0.72936
H 1.57242 -2.14075 0.57431
H 1.17248 0.28365 1.57284
H 2.40829 0.18588 -0.63554
H 1.79510 1.83522 -0.40982
H 0.95767 0.70605 -1.51011